(1)
C45H50F3N6O5RbS | ωB97M-V with the def2-TZVPD basis set

CARTESIAN COORDINATES (ANGSTROEM)
Rb1 0.83 0.23 -0.19
C1 -2.15 4.49 -0.56
C2 -1.35 4.78 0.72
N1 0.04 4.37 0.75
C3 0.89 4.90 -0.30
C4 1.64 3.85 -1.12
N2 0.78 2.86 -1.75
C5 -0.22 3.38 -2.68
C6 -1.62 2.85 -2.34
N3 -2.09 3.10 -0.99
H1 -1.79 5.14 -1.37
H2 -3.19 4.79 -0.37
H3 -1.84 4.26 1.55
H4 -1.43 5.85 0.93
H5 0.07 3.36 0.86
H6 1.66 5.56 0.12
H7 0.30 5.53 -0.97
H8 2.34 3.31 -0.48
H9 2.26 4.40 -1.85
H10 1.35 2.18 -2.23
H11 0.02 3.09 -3.72
H12 -0.22 4.47 -2.67
H13 -1.63 1.77 -2.50
H14 -2.34 3.28 -3.05
H15 -1.58 2.53 -0.31
O1 1.60 -2.34 -0.44
C7 1.45 -3.66 -0.31
C8 0.26 -3.99 0.68
C9 0.30 -3.05 1.85
C10 1.23 -3.18 2.87
C11 1.24 -2.24 3.88
C12 0.29 -1.23 3.88
C13 -0.65 -1.20 2.85
C14 -1.83 -0.25 2.83
C15 -1.51 1.27 2.71
O2 -0.78 1.56 1.61
C16 -0.80 1.72 4.01
C17 0.43 2.36 3.91
C18 1.15 2.73 5.04
C19 0.65 2.45 6.30
C20 -0.58 1.82 6.43
C21 -1.29 1.46 5.29
C22 -2.90 1.97 2.60
C23 -3.66 1.66 1.47
C24 -4.87 2.28 1.22
C25 -5.36 3.24 2.10
C26 -4.62 3.57 3.21
C27 -3.40 2.94 3.46
N4 -0.63 -2.08 1.84
C28 2.72 -4.32 0.30
C29 3.82 -3.51 0.54
C30 4.97 -4.02 1.13
C31 5.04 -5.36 1.48
C32 3.96 -6.19 1.21
C33 2.81 -5.68 0.62
C34 1.14 -4.30 -1.69
C35 2.02 -5.12 -2.38
C36 1.73 -5.56 -3.67
C37 0.56 -5.18 -4.30
C38 -0.33 -4.34 -3.62
C39 -0.04 -3.91 -2.34
H16 0.28 -5.03 1.00
H17 -0.68 -3.81 0.17
H18 1.95 -3.99 2.85
H19 1.97 -2.29 4.68
H20 0.27 -0.49 4.67
H21 -2.44 -0.42 3.73
H22 -2.42 -0.53 1.97
H23 0.79 2.56 2.91
H24 2.10 3.22 4.93
H25 1.21 2.73 7.19
H26 -0.98 1.60 7.41
H27 -2.25 0.95 5.41
H28 -3.25 0.96 0.75
H29 -5.42 2.02 0.32
H30 -6.31 3.73 1.90
H31 -4.97 4.33 3.90
H32 -2.82 3.25 4.32
H33 3.71 -2.47 0.26
H34 5.81 -3.36 1.33
H35 5.94 -5.76 1.95
H36 4.01 -7.25 1.47
H37 1.98 -6.34 0.41
H38 2.95 -5.42 -1.93
H39 2.44 -6.19 -4.19
H40 0.33 -5.51 -5.31
H41 -1.24 -4.00 -4.11
H42 -0.70 -3.21 -1.85
C40 -0.39 -0.82 -5.60
C41 -1.16 -0.77 -4.33
C42 -2.51 -0.67 -4.06
C43 -2.60 -0.68 -2.65
N5 -1.40 -0.78 -2.10
N6 -0.55 -0.82 -3.14
C44 -3.81 -0.54 -1.78
H43 -1.06 -0.96 -6.45
H44 0.33 -1.64 -5.58
H45 0.17 0.10 -5.76
H46 -3.31 -0.61 -4.78
H47 0.45 -0.90 -2.97
H48 -4.67 -1.07 -2.20
H49 -4.09 0.52 -1.67
H50 -3.60 -0.94 -0.79
F1 3.50 2.60 -3.36
C45 4.22 1.48 -3.50
F2 4.25 1.20 -4.81
F3 5.47 1.77 -3.13
S1 3.52 0.06 -2.51
O3 4.42 -1.01 -2.83
O4 3.55 0.56 -1.16
O5 2.17 -0.04 -3.04

HOMO level: -2.41 eV
Charge: -2
Lowest unoccupied orbital energy: 3.791 eV
Maximum force: 0.46 eV Å⁻¹
Energy above the lowest of the compared OMol25 structures with the same formula, charge and spin: 12.08 kcal per mole
Multiplicity: 1
Frontier orbital gap: 6.198 eV

Results of the Löwdin charge analysis, in e, for atoms 1 through 99: 0.861 -0.218 -0.208 -0.045 -0.227 -0.218 -0.087 -0.202 -0.211 -0.036 0.091 0.098 0.098 0.106 0.062 0.102 0.092 0.117 0.108 0.047 0.115 0.093 0.088 0.110 0.071 -0.325 -0.556 -0.053 -0.260 -0.017 -0.063 -0.013 -0.252 -0.056 -0.542 -0.334 -0.160 -0.009 -0.084 -0.122 -0.108 -0.079 -0.127 -0.041 -0.088 -0.123 -0.108 -0.044 0.169 -0.170 -0.007 -0.085 -0.128 -0.113 -0.074 -0.102 -0.028 -0.106 -0.127 -0.099 -0.038 0.107 0.101 0.108 0.100 0.096 0.117 0.102 0.102 0.094 0.085 0.089 0.112 0.095 0.094 0.084 0.087 0.101 0.114 0.093 0.082 0.085 0.110 0.104 0.087 0.083 0.094 0.094 -0.019 -0.319 -0.007 -0.375 0.055 0.037 -0.033 0.070 0.080 0.078 0.094

(2)
C15H22NO3S | ωB97M-V with the def2-TZVPD basis set

CARTESIAN COORDINATES (ANGSTROEM)
C1 2.89 -4.74 -1.25
C2 2.08 -3.69 -1.50
O1 1.14 -3.71 -2.51
C3 0.43 -2.57 -2.72
O2 0.18 -2.21 -3.82
C4 -0.13 -1.75 -1.59
C5 0.64 -0.75 -0.99
C6 0.13 0.01 0.04
S1 1.09 1.27 0.82
N1 -1.13 -0.22 0.44
C7 -1.91 -1.17 -0.12
C8 -1.44 -1.96 -1.16
C9 -2.36 -2.98 -1.78
C10 -1.97 -4.43 -1.47
C11 -2.11 -4.78 0.03
H1 3.56 -5.14 -2.00
H2 2.90 -5.12 -0.23
H3 2.19 -2.80 -0.89
H4 1.63 -0.57 -1.37
H5 2.15 0.59 1.31
H6 -1.53 0.34 1.18
H7 -2.90 -1.27 0.29
H8 -3.36 -2.82 -1.38
H9 -2.39 -2.84 -2.86
H10 -2.70 -5.05 -1.99
H11 -1.00 -4.72 -1.87
H12 -1.61 -5.73 0.22
H13 -1.69 -3.97 0.61
H14 -3.17 -4.85 0.24
C12 1.18 6.87 1.59
C13 1.31 5.38 1.29
C14 0.86 4.77 2.61
O3 -0.08 5.66 3.18
C15 -0.06 6.91 2.47
H15 1.09 7.49 0.70
H16 2.06 7.21 2.15
H17 0.61 5.10 0.49
H18 2.31 5.07 0.99
H19 1.71 4.67 3.31
H20 0.40 3.79 2.49
H21 -0.97 6.98 1.87
H22 -0.05 7.73 3.19

HOMO level: -11.46 eV
Charge: +1
Lowest unoccupied orbital energy: -4.838 eV
Maximum force: 1.75 eV Å⁻¹
Energy above the lowest of the compared OMol25 structures with the same formula, charge and spin: 0.00 kcal per mole
Multiplicity: 1
Frontier orbital gap: 6.621 eV

The molecule's Löwdin atomic charges, reported in e, are given here: 0.061 -0.171 0.072 -0.433 0.228 -0.023 0.003 -0.569 0.896 0.106 0.044 -0.116 -0.125 -0.219 -0.074 0.073 0.067 0.109 0.140 -0.084 0.178 0.159 0.125 0.134 0.118 0.101 0.080 0.061 0.080 -0.166 -0.182 -0.227 -0.137 -0.196 0.115 0.117 0.109 0.110 0.120 0.078 0.118 0.120

(3)
C6H15N2 | ωB97M-V with the def2-TZVPD basis set

CARTESIAN COORDINATES (ANGSTROEM)
C1 0.85 1.10 -2.35
C2 0.98 1.55 -0.88
C3 0.14 0.67 0.02
C4 -1.13 1.15 0.37
N1 -1.78 0.90 1.53
C5 0.66 -0.49 0.56
C6 2.03 -0.98 0.38
N2 -2.12 -2.48 1.22
H1 1.24 0.09 -2.45
H2 -0.21 1.13 -2.62
H3 0.61 2.57 -0.74
H4 2.02 1.50 -0.58
H5 -1.70 1.72 -0.36
H6 -1.98 1.81 1.96
H7 -1.28 0.32 2.20
H8 -0.09 -1.16 0.97
H9 -2.87 -3.09 1.51
H10 2.34 -1.41 -0.59
H11 2.29 -1.82 1.03
H12 2.84 -0.28 0.57
H13 1.36 1.77 -3.04
H14 -1.59 -2.92 0.48
H15 -2.59 -1.66 0.85

HOMO level: -13.71 eV
Charge: +1
Lowest unoccupied orbital energy: -5.845 eV
Maximum force: 2.00 eV Å⁻¹
Energy above the lowest of the compared OMol25 structures with the same formula, charge and spin: 54.79 kcal per mole
Multiplicity: 1
Frontier orbital gap: 7.867 eV

The molecule's Löwdin atomic charges, reported in e, are given here: -0.062 -0.183 -0.224 0.000 0.168 -0.004 -0.053 0.019 0.078 0.079 0.114 0.112 0.160 0.153 0.123 0.089 0.025 0.113 0.095 0.099 0.085 0.017 -0.003

(4)
C8H24B2Cs3O4S2 | ωB97M-V with the def2-TZVPD basis set

CARTESIAN COORDINATES (ANGSTROEM)
Cs1 -8.84 -16.07 -19.53
Cs2 -7.47 -22.41 -21.19
Cs3 -9.99 -20.86 -14.65
B1 -10.00 -18.96 -22.84
H1 -10.11 -19.50 -23.77
H2 -8.93 -18.91 -22.69
H3 -10.52 -18.02 -22.79
H4 -10.37 -19.62 -22.07
B2 -6.35 -19.81 -17.51
H5 -5.42 -19.99 -18.03
H6 -6.34 -18.93 -16.89
H7 -7.18 -19.84 -18.20
H8 -6.48 -20.64 -16.84
C1 0.90 -21.73 -17.92
C2 0.76 -20.48 -18.82
C3 -0.50 -20.60 -19.76
S1 -0.46 -22.35 -20.27
O1 0.32 -22.52 -21.47
O2 -1.73 -23.01 -20.09
C4 0.70 -22.91 -18.93
H9 0.09 -21.62 -17.19
H10 1.83 -21.88 -17.37
H11 1.68 -20.34 -19.39
H12 0.69 -19.52 -18.31
H13 -0.37 -19.88 -20.56
H14 -1.45 -20.40 -19.25
H15 1.62 -23.19 -19.44
H16 0.36 -23.86 -18.53
C5 -1.27 -18.05 -12.93
C6 -2.66 -18.38 -13.44
C7 -3.07 -19.79 -12.89
S2 -2.54 -19.71 -11.13
O3 -1.89 -20.92 -10.60
O4 -3.55 -19.08 -10.27
C8 -1.17 -18.41 -11.50
H17 -1.10 -16.98 -13.02
H18 -0.51 -18.62 -13.48
H19 -2.77 -18.22 -14.51
H20 -3.33 -17.61 -13.05
H21 -2.32 -20.37 -13.42
H22 -4.07 -20.23 -12.90
H23 -0.21 -18.87 -11.28
H24 -1.24 -17.51 -10.89

HOMO level: -9.89 eV
Charge: +1
Lowest unoccupied orbital energy: -3.723 eV
Maximum force: 4.79 eV Å⁻¹
Energy above the lowest of the compared OMol25 structures with the same formula, charge and spin: 77.08 kcal per mole
Multiplicity: 1
Frontier orbital gap: 6.170 eV

The molecule's Löwdin atomic charges, reported in e, are given here: 0.907 0.896 0.946 -0.445 -0.097 -0.123 -0.105 -0.123 -0.433 -0.095 -0.105 -0.122 -0.117 -0.191 -0.224 -0.198 0.672 -0.329 -0.339 -0.203 0.106 0.111 0.112 0.106 0.101 0.097 0.095 0.094 -0.261 -0.228 -0.188 0.728 -0.353 -0.351 -0.205 0.121 0.117 0.115 0.109 0.099 0.100 0.099 0.104

(5)
C29H22BaBrCl5N4O5 | ωB97M-V with the def2-TZVPD basis set

CARTESIAN COORDINATES (ANGSTROEM)
Ba1 0.63 -0.02 0.56
O1 1.94 -1.38 -1.05
C1 2.67 -0.98 -2.16
C2 3.98 -1.40 -2.31
C3 4.70 -0.99 -3.41
C4 4.13 -0.15 -4.36
C5 2.81 0.27 -4.20
C6 2.07 -0.13 -3.09
C7 0.61 0.30 -2.87
O2 0.32 0.40 -1.53
N1 0.28 1.54 -3.60
N2 0.28 2.77 -3.08
C8 0.94 3.24 -2.09
C9 1.97 2.70 -1.19
Br1 1.47 2.91 0.70
C10 3.22 2.33 -1.44
C11 4.27 2.12 -0.40
C12 5.21 3.13 -0.22
C13 6.15 3.05 0.79
C14 6.16 1.95 1.64
C15 5.25 0.93 1.45
C16 4.31 1.01 0.43
H1 1.11 -0.81 -1.21
H2 4.41 -2.06 -1.56
H3 5.73 -1.31 -3.53
H4 4.69 0.17 -5.22
H5 2.35 0.93 -4.92
H6 -0.02 -0.46 -3.37
H7 -0.49 1.45 -4.23
H8 0.71 4.28 -1.89
H9 3.53 2.28 -2.48
H10 5.18 4.00 -0.87
H11 6.86 3.85 0.93
H12 6.89 1.89 2.44
H13 5.26 0.06 2.10
H14 3.64 0.18 0.28
Cl1 -1.83 -5.20 5.87
C17 -1.20 -3.97 4.84
C18 -1.98 -2.86 4.51
Cl2 -3.57 -2.71 5.14
C19 -1.47 -1.86 3.69
Cl3 -2.41 -0.48 3.29
C20 -0.17 -1.93 3.15
O3 0.32 -1.01 2.36
C21 0.59 -3.07 3.49
Cl4 2.17 -3.19 2.81
C22 0.08 -4.07 4.32
Cl5 1.06 -5.44 4.70
O4 -2.44 7.23 0.40
C23 -2.16 6.39 1.49
N3 -2.08 4.99 1.13
C24 -3.20 4.36 0.70
O5 -4.28 4.93 0.66
C25 -3.03 2.94 0.29
C26 -3.93 2.38 -0.61
C27 -3.73 1.08 -1.04
C28 -2.62 0.40 -0.57
N4 -1.78 0.90 0.33
C29 -2.01 2.13 0.77
H15 -3.35 7.03 0.13
H16 -2.92 6.49 2.27
H17 -1.19 6.70 1.89
H18 -1.18 4.60 0.90
H19 -4.76 2.98 -0.97
H20 -4.40 0.62 -1.75
H21 -2.39 -0.60 -0.93
H22 -1.35 2.49 1.55

HOMO level: -8.10 eV
Lowest unoccupied orbital energy: -0.083 eV
Maximum force: 5.40 eV Å⁻¹
Energy above the lowest of the compared OMol25 structures with the same formula, charge and spin: 63.18 kcal per mole
Multiplicity: 1
Frontier orbital gap: 8.016 eV

The molecule's Löwdin atomic charges, reported in e, are given here: 2.077 -0.181 -0.273 -0.010 -0.077 -0.088 -0.047 -0.110 -0.368 -0.588 0.005 0.043 -0.217 -0.541 0.762 -0.085 -0.261 -0.034 -0.073 -0.080 -0.064 -0.067 -0.087 0.124 0.105 0.101 0.113 0.159 0.126 0.103 0.135 0.119 0.105 0.104 0.110 0.082 0.668 -0.719 -0.704 0.684 -0.602 0.725 -0.485 -0.638 -0.607 0.713 -0.703 0.683 -0.029 -0.248 0.097 -0.436 0.077 -0.097 0.022 -0.023 -0.133 -0.120 -0.134 0.082 0.130 0.129 0.100 0.128 0.112 0.119 0.090

(6)
C8H18BF6O5S | ωB97M-V with the def2-TZVPD basis set

CARTESIAN COORDINATES (ANGSTROEM)
C1 -2.23 1.46 3.41
O1 -1.36 1.53 4.58
B1 -0.87 0.26 4.98
O2 -1.48 -0.40 6.12
S1 0.58 -0.67 4.19
C2 0.12 -1.17 2.45
O3 1.20 -1.07 1.51
C3 0.66 -0.72 0.23
F1 1.60 -0.96 -0.81
F2 -0.47 -1.52 -0.10
F3 0.32 0.67 0.18
C4 2.03 0.53 4.17
F4 3.20 -0.23 4.28
F5 1.92 1.34 5.33
F6 2.08 1.31 3.03
H1 -2.90 0.54 3.37
H2 -1.55 1.53 2.49
H3 -2.92 2.37 3.35
H4 -0.93 -0.07 6.88
H5 -0.72 -0.48 2.11
H6 -0.32 -2.23 2.51
C5 1.28 1.65 -2.58
C6 0.78 1.91 -3.99
O4 0.14 3.18 -4.05
H7 0.45 1.68 -1.87
H8 1.78 0.68 -2.51
H9 1.99 2.43 -2.27
H10 0.06 1.15 -4.29
H11 1.61 1.91 -4.70
H12 0.78 3.85 -3.80
C7 -1.58 -2.35 -4.19
C8 -0.13 -2.56 -3.79
O5 0.40 -1.37 -3.22
H13 -1.66 -1.53 -4.91
H14 -2.00 -3.26 -4.63
H15 -2.18 -2.07 -3.32
H16 0.47 -2.82 -4.66
H17 -0.04 -3.37 -3.05
H18 -0.13 -1.15 -2.44

HOMO level: -11.81 eV
Charge: +1
Lowest unoccupied orbital energy: -6.046 eV
Maximum force: 5.49 eV Å⁻¹
Multiplicity: 1
Frontier orbital gap: 5.760 eV

The molecule's Löwdin atomic charges, reported in e, are given here: -0.044 -0.006 -0.621 0.110 1.362 -0.276 0.001 -0.412 0.125 0.111 0.096 -0.549 0.104 0.099 0.129 0.120 0.106 0.131 0.147 0.107 0.159 -0.105 -0.313 -0.082 0.058 0.053 0.080 0.103 0.115 0.081 -0.086 -0.302 -0.105 0.079 0.078 0.070 0.118 0.109 0.048

(7)
C3H2OY | ωB97M-V with the def2-TZVPD basis set

CARTESIAN COORDINATES (ANGSTROEM)
C1 0.06 -0.48 3.78
C2 0.15 -0.27 2.55
C3 0.21 -0.08 1.27
H1 -1.09 0.55 -3.71
H2 -0.01 -0.63 4.85
O1 -0.27 0.33 -3.26
Y1 0.16 0.22 -1.27

HOMO level (alpha / beta): -18.02 / -20.50 eV
Charge: +2
Lowest unoccupied orbital energy (alpha / beta): -11.505 / -11.093 eV
Maximum force: 3.57 eV Å⁻¹
Multiplicity: 2
Frontier orbital gap (alpha / beta): 6.514 / 9.406 eV
Expectation value of S²: 0.775

The molecule's Löwdin atomic charges, reported in e, are given here: 0.382 -0.184 0.028 0.033 0.119 -0.362 1.984

(8)
C14H13AlN3O6S | ωB97M-V with the def2-TZVPD basis set

CARTESIAN COORDINATES (ANGSTROEM)
Al1 -0.02 -0.80 1.14
O1 -0.62 1.17 4.62
C1 -0.67 0.57 3.50
O2 0.30 0.10 2.87
C2 -2.02 0.35 2.89
C3 -3.27 0.84 3.24
C4 -4.36 0.42 2.48
C5 -4.20 -0.51 1.45
C6 -2.91 -0.96 1.18
N1 -1.88 -0.49 1.87
C7 -2.36 -1.93 0.17
O3 -3.07 -2.69 -0.57
O4 -1.12 -1.97 0.10
H1 0.25 1.27 5.06
H2 -3.38 1.54 4.07
H3 -5.34 0.82 2.68
H4 -5.06 -0.85 0.89
H5 -4.05 -2.71 -0.48
O5 0.51 0.36 0.04
O6 0.48 1.15 -1.12
N2 3.29 0.06 0.87
C8 2.64 -0.89 0.25
S1 1.84 -2.15 1.12
N3 2.70 -1.01 -1.13
C9 2.37 -0.16 -2.13
C10 2.68 -0.51 -3.45
C11 2.32 0.29 -4.52
C12 1.62 1.51 -4.34
C13 1.29 1.92 -3.10
C14 1.69 1.17 -1.86
H6 3.31 0.05 1.88
H7 3.88 0.75 0.41
H8 2.94 -1.96 -1.44
H9 3.20 -1.44 -3.63
H10 2.56 -0.04 -5.52
H11 1.33 2.09 -5.21
H12 0.71 2.82 -2.92
H13 2.44 1.81 -1.36

HOMO level: -18.60 eV
Charge: +3
Lowest unoccupied orbital energy: -10.995 eV
Maximum force: 1.78 eV Å⁻¹
Energy above the lowest of the compared OMol25 structures with the same formula, charge and spin: 20.06 kcal per mole
Multiplicity: 1
Frontier orbital gap: 7.609 eV

The molecule's Löwdin atomic charges, reported in e, are given here: -0.017 0.288 -0.339 0.117 -0.083 0.112 0.065 0.099 -0.079 0.147 -0.322 0.293 0.124 0.207 0.155 0.149 0.146 0.189 -0.121 -0.013 0.243 -0.681 0.964 0.132 -0.073 0.040 0.087 0.006 0.088 -0.213 0.153 0.165 0.185 0.144 0.153 0.143 0.152 0.197